--- a ---
2 unconnected molecules or ions with the total composition C10H16O. Source: the OMol25 dataset; level of theory: ωB97M-V with the def2-TZVPD basis set.

Last column: Mulliken charge in e.
CARTESIAN COORDINATES (ANGSTROEM)
1 C -2.881 0.114 -0.527  -0.26
2 C -2.440 -1.270 -0.021  -1.04
3 C -1.715 0.611 -1.429  -0.80
4 H -3.845 0.160 -1.065  0.31
5 H -3.136 0.640 0.394  0.26
6 H -2.532 -2.002 -0.801  0.36
7 H -0.734 0.145 -1.317  -0.01
8 H -1.954 0.414 -2.474  0.41
9 H -2.896 -1.589 0.932  0.34
10 H -1.355 -1.415 0.156  0.17
11 H -1.566 1.676 -1.320  0.29
12 C 0.357 1.515 2.171  -1.21
13 C 2.184 -1.367 0.526  -0.53
14 C 2.410 -0.866 -0.771  0.61
15 C 1.491 -0.653 1.465  -0.70
16 C 1.233 0.710 1.220  1.01
17 C 1.960 0.391 -1.081  -0.68
18 C 1.606 1.255 0.015  -0.56
19 O 3.046 -1.747 -1.624  -0.53
20 H 2.522 -2.362 0.705  0.41
21 H 1.317 -0.970 2.521  0.25
22 H 2.087 0.712 -2.113  0.36
23 H 2.803 -1.446 -2.511  0.31
24 H 0.748 2.531 2.352  0.35
25 H 0.271 0.900 3.074  0.34
26 H 1.640 2.325 -0.120  0.37
27 H -0.621 1.588 1.644  0.18

Kohn-Sham gap: 9.2 eV
lowest unoccupied orbital energy: 0.8 eV
HOMO: -8.4 eV
total charge: 0
multiplicity: 1

--- b ---
2 unconnected molecules or ions with the total composition C10H16O. Source: the OMol25 dataset; level of theory: ωB97M-V with the def2-TZVPD basis set.

Last column: Mulliken charge in e.
CARTESIAN COORDINATES (ANGSTROEM)
1 C -1.111 -0.636 -4.558  -0.65
2 C -2.467 -0.013 -4.303  -1.02
3 H -0.822 -0.797 -5.576  0.41
4 H -0.357 0.061 -4.166  0.14
5 H -0.828 -1.465 -3.914  0.19
6 H -3.086 -0.474 -3.544  0.32
7 H -3.136 -0.117 -5.175  0.33
8 H -2.453 1.071 -4.256  0.29
9 C 0.240 -1.267 -0.786  -0.65
10 C 1.107 -0.581 -1.836  -1.06
11 C 0.237 -0.510 0.538  0.55
12 C -0.034 0.844 0.568  -0.62
13 C 0.890 -1.079 1.608  -0.61
14 C 0.014 1.518 1.788  -0.45
15 C 0.954 -0.417 2.827  -0.49
16 C 0.433 0.859 2.925  0.73
17 O 0.430 1.462 4.157  -0.55
18 H -0.785 -1.454 -1.124  0.28
19 H 0.598 -2.282 -0.590  0.35
20 H 2.170 -0.628 -1.602  0.32
21 H -0.421 1.368 -0.295  0.35
22 H 1.245 -2.101 1.597  0.30
23 H -0.264 2.564 1.887  0.26
24 H 1.376 -0.875 3.712  0.39
25 H 0.323 2.414 4.053  0.29
26 H 0.666 0.392 -2.028  0.24
27 H 1.105 -1.129 -2.785  0.37

Kohn-Sham gap: 9.4 eV
lowest unoccupied orbital energy: 0.9 eV
HOMO: -8.5 eV
total charge: 0
multiplicity: 1

--- c ---
2 unconnected molecules or ions with the total composition C10H16O. Source: the OMol25 dataset; level of theory: ωB97M-V with the def2-TZVPD basis set.

Last column: Mulliken charge in e.
CARTESIAN COORDINATES (ANGSTROEM)
1 C -2.740 -1.456 1.031  -0.85
2 C -3.098 -0.189 0.111  -0.76
3 H -1.964 -1.214 1.752  0.26
4 H -3.656 -1.705 1.530  0.33
5 H -2.397 -2.215 0.416  0.28
6 H -3.313 0.659 0.727  0.27
7 H -3.921 -0.402 -0.536  0.40
8 H -2.327 0.195 -0.596  0.12
9 C 1.752 -0.865 -1.681  -0.40
10 C 0.769 -0.453 -2.826  -1.27
11 C 1.533 -0.185 -0.335  0.54
12 C 0.444 0.605 -0.287  -0.51
13 C 2.467 -0.266 0.721  -0.71
14 C 0.138 1.303 0.857  -0.61
15 C 2.310 0.779 1.659  -0.27
16 C 1.175 1.589 1.809  0.16
17 O 1.150 2.177 2.989  -0.49
18 H 1.769 -1.983 -1.683  0.34
19 H 2.595 -0.376 -2.019  0.26
20 H 1.160 -0.909 -3.861  0.31
21 H -0.273 0.797 -0.931  0.61
22 H 3.013 -1.136 0.605  0.52
23 H -0.818 1.863 0.781  0.31
24 H 3.182 0.781 2.525  0.18
25 H 0.611 2.904 2.951  0.31
26 H 0.698 0.602 -3.137  0.37
27 H -0.256 -0.899 -2.573  0.28

Kohn-Sham gap: 9.2 eV
lowest unoccupied orbital energy: 0.8 eV
HOMO: -8.3 eV
total charge: 0
multiplicity: 1

--- d ---
2 unconnected molecules or ions with the total composition C10H16O. Source: the OMol25 dataset; level of theory: ωB97M-V with the def2-TZVPD basis set.

Last column: Mulliken charge in e.
CARTESIAN COORDINATES (ANGSTROEM)
1 C -1.559 -0.582 -1.349  0.13
2 C -2.752 -0.761 -2.283  -1.36
3 C -0.314 -0.206 -2.144  -0.80
4 H -1.876 0.148 -0.597  0.18
5 H -1.315 -1.471 -0.763  0.17
6 H -2.593 -1.652 -2.904  0.32
7 H 0.414 0.197 -1.432  -0.01
8 H -2.889 0.088 -2.950  0.34
9 H -3.696 -0.982 -1.779  0.37
10 H 0.137 -1.032 -2.691  0.35
11 H -0.503 0.619 -2.838  0.33
12 C 1.272 2.686 0.439  -1.44
13 C 0.025 -0.492 2.325  -0.68
14 C 0.113 0.858 1.871  -0.05
15 C 0.966 -1.365 1.843  0.80
16 C 1.118 1.317 1.094  0.10
17 C 2.150 -0.888 1.272  -0.62
18 C 2.220 0.434 0.896  -0.35
19 O 0.943 -2.723 2.035  -0.53
20 H -0.928 -0.853 2.684  0.26
21 H -0.842 1.304 2.121  0.34
22 H 0.209 -3.021 2.581  0.31
23 H 3.060 -1.453 1.113  0.41
24 H 1.286 3.438 1.224  0.38
25 H 0.251 2.859 0.056  0.37
26 H 3.201 0.793 0.604  0.34
27 H 1.905 2.739 -0.431  0.36

Kohn-Sham gap: 9.3 eV
lowest unoccupied orbital energy: 0.8 eV
HOMO: -8.4 eV
total charge: 0
multiplicity: 1

Preferred: b; penalty for the next structure: 0.0069 hartree.

--- a ---
A single C3H8O2S2 molecule. Source: the OMol25 dataset; level of theory: ωB97M-V with the def2-TZVPD basis set.

Last column: Mulliken charge in e.
CARTESIAN COORDINATES (ANGSTROEM)
1 C -1.483 -0.703 0.719  -1.21
2 C -0.001 -0.752 0.263  -0.36
3 C 0.644 0.542 -0.084  0.84
4 O 0.285 -1.605 -0.773  -0.55
5 O 0.238 1.618 0.937  -0.56
6 S 2.464 0.378 -0.074  -0.24
7 S -0.010 1.146 -1.733  -0.24
8 H -1.898 -1.586 1.286  0.31
9 H -1.521 0.261 1.221  0.37
10 H -2.160 -0.609 -0.197  0.24
11 H 0.521 -1.310 1.012  0.37
12 H -0.198 -1.323 -1.595  0.39
13 H 0.877 2.351 0.956  0.31
14 H 2.364 -0.827 -0.663  0.18
15 H -0.123 2.421 -1.276  0.16

Kohn-Sham gap: 9.6 eV
lowest unoccupied orbital energy: 0.5 eV
HOMO: -9.1 eV
total charge: 0
multiplicity: 1

--- b ---
2 unconnected molecules or ions with the total composition C3H8O2S2. Source: the OMol25 dataset; level of theory: ωB97M-V with the def2-TZVPD basis set.

Last column: Mulliken charge in e.
CARTESIAN COORDINATES (ANGSTROEM)
1 C 0.499 -0.776 -0.870  -0.40
2 C -0.097 -1.916 -0.046  0.05
3 O -0.218 -1.843 1.136  -0.45
4 C -0.547 0.252 -1.311  -0.75
5 S -2.174 -0.470 -1.686  -0.07
6 S -1.823 -1.395 -3.513  -0.18
7 H 1.297 -0.336 -0.268  0.33
8 H 0.940 -1.206 -1.766  0.28
9 H -0.430 -2.765 -0.678  0.31
10 H -0.794 0.918 -0.476  0.34
11 H -0.223 0.804 -2.196  0.39
12 H -3.067 -1.129 -3.931  0.15
13 H 2.521 4.023 5.233  0.32
14 H 1.839 2.689 4.820  0.32
15 O 2.276 3.148 5.553  -0.64

Kohn-Sham gap: 9.0 eV
lowest unoccupied orbital energy: 0.4 eV
HOMO: -8.7 eV
total charge: 0
multiplicity: 1

Preferred: b; penalty for the next structure: 0.0214 hartree.

--- a ---
A single C4H8N4 molecule. Source: the OMol25 dataset; level of theory: ωB97M-V with the def2-TZVPD basis set.

Last column: Mulliken charge in e.
CARTESIAN COORDINATES (ANGSTROEM)
1 C -0.650 0.961 0.141  -0.20
2 C 0.169 1.604 -0.732  -0.60
3 C -0.281 -1.472 -0.381  0.12
4 C 1.957 -0.558 -0.074  -0.10
5 H -3.148 -0.199 -0.058  0.29
6 H -2.356 -0.246 1.499  0.29
7 H -0.870 1.316 1.268  0.15
8 H 0.323 1.112 -1.701  0.29
9 H 0.399 2.687 -0.714  0.29
10 H -0.896 -2.277 -0.628  0.45
11 H 2.852 -0.451 -0.835  0.28
12 H 2.932 0.318 1.147  0.26
13 N -2.344 -0.703 0.526  -0.78
14 N -1.114 -0.424 -0.101  0.28
15 N 0.999 -1.536 -0.563  -0.50
16 N 2.027 -0.132 1.205  -0.54

Kohn-Sham gap: 9.7 eV
lowest unoccupied orbital energy: 0.7 eV
HOMO: -9.0 eV
total charge: 0
multiplicity: 1

--- b ---
A single C4H8N4 molecule. Source: the OMol25 dataset; level of theory: ωB97M-V with the def2-TZVPD basis set.

Last column: Mulliken charge in e.
CARTESIAN COORDINATES (ANGSTROEM)
1 C 0.698 1.266 -1.439  0.15
2 C 0.041 -0.648 -0.228  0.57
3 C -0.665 0.100 1.949  -0.32
4 C -0.541 -1.455 1.926  -0.45
5 H -0.318 2.752 -2.263  0.22
6 H 1.748 0.866 -1.165  0.23
7 H -1.020 1.011 -0.538  0.27
8 H 1.581 -1.361 -1.113  0.26
9 H 0.247 0.623 1.897  0.27
10 H -1.438 0.496 2.626  0.24
11 H 0.413 -2.039 2.004  0.19
12 H -1.238 -2.133 2.379  0.22
13 N 0.624 2.362 -2.039  -0.62
14 N -0.218 0.517 -0.901  -0.26
15 N 0.948 -1.560 -0.297  -0.65
16 N -0.950 -0.718 0.797  -0.32

Kohn-Sham gap: 10.6 eV
lowest unoccupied orbital energy: 0.9 eV
HOMO: -9.7 eV
total charge: 0
multiplicity: 1

Preferred: b; penalty for the next structure: 0.0555 hartree.

--- a ---
A single C4H8N4 molecule. Source: the OMol25 dataset; level of theory: ωB97M-V with the def2-TZVPD basis set.

Last column: Mulliken charge in e.
CARTESIAN COORDINATES (ANGSTROEM)
1 C 2.925 2.453 -0.814  -0.53
2 C 0.638 -0.384 -0.493  -0.35
3 C -0.630 -0.215 -0.039  -0.03
4 C -3.474 -2.123 1.052  -0.34
5 H 4.112 2.599 -0.672  0.24
6 H 2.363 3.076 0.098  0.23
7 H 2.633 2.992 -1.661  0.28
8 H 1.364 -1.310 -0.526  0.31
9 H -1.230 0.689 0.262  0.35
10 H -1.014 -2.265 0.553  0.27
11 H -3.057 -3.144 1.218  0.21
12 H -4.500 -1.826 1.359  0.25
13 N 2.544 1.055 -1.032  -0.53
14 N 1.231 0.859 -0.844  0.04
15 N -1.312 -1.325 0.598  0.16
16 N -2.593 -1.132 0.942  -0.56

Kohn-Sham gap: 8.1 eV
lowest unoccupied orbital energy: 0.0 eV
HOMO: -8.1 eV
total charge: 0
multiplicity: 1

--- b ---
A single C4H8N4 molecule. Source: the OMol25 dataset; level of theory: ωB97M-V with the def2-TZVPD basis set.

Last column: Mulliken charge in e.
CARTESIAN COORDINATES (ANGSTROEM)
1 C 1.709 0.718 0.802  0.14
2 C -0.378 1.211 -0.323  0.09
3 C -2.460 -0.252 -0.213  -0.32
4 C -1.407 -0.944 0.585  -0.46
5 H 3.301 -1.230 -0.873  0.27
6 H 2.187 -0.090 -1.360  0.22
7 H 1.804 1.333 1.736  0.34
8 H -0.868 1.851 -1.109  0.32
9 H -2.542 -0.516 -1.260  0.29
10 H -3.420 -0.043 0.286  0.23
11 H -1.695 -1.164 1.566  0.27
12 H -0.645 -1.522 0.047  0.25
13 N 2.418 -0.812 -0.645  -0.42
14 N 2.518 -0.243 0.621  -0.42
15 N 0.857 1.211 -0.157  -0.53
16 N -1.379 0.491 0.299  -0.25

Kohn-Sham gap: 9.1 eV
lowest unoccupied orbital energy: 1.0 eV
HOMO: -8.1 eV
total charge: 0
multiplicity: 1

Preferred: b; penalty for the next structure: 0.0885 hartree.

--- a ---
A single C4H8N4 molecule. Source: the OMol25 dataset; level of theory: ωB97M-V with the def2-TZVPD basis set.

Last column: Mulliken charge in e.
CARTESIAN COORDINATES (ANGSTROEM)
1 C -0.356 2.019 -2.072  -0.11
2 C -1.809 0.793 -1.127  0.19
3 C 1.234 -1.603 1.614  -1.06
4 C 0.593 -0.994 0.429  -0.16
5 N -1.619 1.528 -2.209  -0.64
6 N 0.320 1.525 -1.051  -0.67
7 N -0.653 0.761 -0.392  0.69
8 N -0.440 0.106 0.774  -0.77
9 H 0.141 2.739 -2.676  0.42
10 H -2.663 0.154 -0.719  0.32
11 H 0.997 -2.691 1.832  0.25
12 H 2.285 -1.659 1.819  0.35
13 H 0.902 -1.173 2.583  0.29
14 H 1.264 -0.438 -0.233  0.41
15 H -0.060 -1.790 -0.051  0.21
16 H -0.136 0.723 1.479  0.26

Kohn-Sham gap: 11.0 eV
lowest unoccupied orbital energy: 1.0 eV
HOMO: -10.0 eV
total charge: 0
multiplicity: 1

--- b ---
A molecular structure, C4H8N4. Source: the OMol25 dataset; level of theory: ωB97M-V with the def2-TZVPD basis set.

Last column: Mulliken charge in e.
CARTESIAN COORDINATES (ANGSTROEM)
1 C -1.477 0.723 -1.477  0.08
2 C 0.243 0.273 0.290  -0.13
3 C 1.754 0.259 2.277  0.02
4 C 1.985 -1.101 2.605  -0.65
5 H -3.335 -0.237 -3.196  0.27
6 H -1.977 -0.889 -4.277  0.27
7 H -2.831 0.511 -0.865  0.20
8 H 0.387 -0.653 0.007  0.44
9 H 0.791 1.945 1.211  0.33
10 H 2.570 0.885 2.562  0.28
11 H 3.193 -1.026 3.251  0.13
12 H 1.589 -2.114 2.310  0.30
13 N -2.275 -0.730 -3.060  -0.56
14 N -1.014 0.182 -2.619  -0.26
15 N -0.506 1.140 -0.407  -0.54
16 N 0.901 0.833 1.387  -0.19

Kohn-Sham gap: 8.9 eV
lowest unoccupied orbital energy: 0.4 eV
HOMO: -8.5 eV
total charge: 0
multiplicity: 1

Preferred: a; penalty for the next structure: 0.2349 hartree.

--- a ---
A single C4H8N4 molecule. Source: the OMol25 dataset; level of theory: ωB97M-V with the def2-TZVPD basis set.

Last column: Mulliken charge in e.
CARTESIAN COORDINATES (ANGSTROEM)
1 C 1.160 -0.377 -1.764  -0.26
2 C -2.289 -0.212 1.556  -0.74
3 N -1.011 0.048 0.953  -0.36
4 N 2.266 -0.266 -0.809  -0.33
5 C 1.513 0.488 0.078  0.44
6 C -0.862 -0.073 -0.299  -0.11
7 N 0.298 0.358 -0.858  -0.09
8 N 1.862 1.190 1.045  -0.74
9 H 3.204 -0.028 -1.061  0.26
10 H 1.103 1.545 1.617  0.29
11 H -1.566 -0.589 -0.968  0.34
12 H 1.305 0.156 -2.704  0.24
13 H 0.883 -1.414 -1.974  0.28
14 H -2.790 0.731 1.775  0.25
15 H -2.134 -0.739 2.497  0.26
16 H -2.943 -0.817 0.917  0.30

Kohn-Sham gap: 9.9 eV
lowest unoccupied orbital energy: 1.0 eV
HOMO: -8.9 eV
total charge: 0
multiplicity: 1

--- b ---
A single C4H8N4 molecule. Source: the OMol25 dataset; level of theory: ωB97M-V with the def2-TZVPD basis set.

Last column: Mulliken charge in e.
CARTESIAN COORDINATES (ANGSTROEM)
1 C 0.243 -0.458 -1.786  0.47
2 C -0.659 0.177 0.354  0.05
3 C -0.596 1.288 2.584  -0.24
4 C 0.652 0.679 2.349  -0.43
5 H 1.320 -1.861 -1.143  0.30
6 H 1.406 -1.787 -2.859  0.30
7 H -0.267 0.123 -3.652  0.21
8 H -1.798 0.213 0.134  0.25
9 H -0.762 2.370 2.045  0.18
10 H -1.492 1.099 3.334  0.27
11 H 1.536 -0.061 2.956  0.27
12 H 1.189 1.310 1.377  0.18
13 N 0.703 -1.912 -1.983  -0.58
14 N -0.173 0.328 -2.768  -0.64
15 N 0.327 -0.225 -0.345  -0.37
16 N -0.710 0.163 1.782  -0.22

Kohn-Sham gap: 10.1 eV
lowest unoccupied orbital energy: 0.6 eV
HOMO: -9.5 eV
total charge: 0
multiplicity: 1

--- c ---
A single C4H8N4 molecule. Source: the OMol25 dataset; level of theory: ωB97M-V with the def2-TZVPD basis set.

Last column: Mulliken charge in e.
CARTESIAN COORDINATES (ANGSTROEM)
1 C 2.023 0.039 -0.591  -1.28
2 C 0.613 0.108 -0.095  0.59
3 C -0.163 -1.089 0.146  0.70
4 N -0.660 1.899 0.740  -0.24
5 C -1.703 -0.628 0.092  -0.40
6 N -0.076 1.202 -0.241  -0.45
7 N 0.129 -2.187 0.701  -0.71
8 N -2.430 -0.384 -0.909  -0.55
9 H -1.045 1.409 1.543  0.23
10 H -0.832 2.875 0.566  0.21
11 H 1.123 -2.299 0.907  0.25
12 H -1.912 -0.062 -1.728  0.28
13 H -2.205 -0.937 1.009  0.38
14 H 2.121 -0.729 -1.358  0.31
15 H 2.702 -0.220 0.224  0.31
16 H 2.313 1.001 -1.008  0.37

Kohn-Sham gap (alpha / beta): 7.6 / 7.6 eV
lowest unoccupied orbital energy (alpha / beta): -0.4 / -0.2 eV
HOMO (alpha / beta): -8.1 / -7.8 eV
total charge: 0
multiplicity: 1

Preferred: a; penalty for the next structure: 0.1085 hartree.